Record 1
Below is a 9-piece molecular cluster, C31H69FN2O11 overall at a distorted geometry, with properties calculated with ωB97M-V/def2-TZVPD.

Each line ends with the Löwdin charge.
Cartesian coordinates (Å):
C (3.18, 1.23, 2.98)  0.0230
C (2.70, 0.50, 1.92)  -0.1532
C (3.06, 0.85, 0.50)  -0.1182
C (1.86, 1.44, -0.32)  -0.3220
C (2.51, 2.02, -1.51)  -0.1676
N (3.00, 2.44, -2.46)  0.2350
C (1.18, 2.57, 0.49)  -0.1149
C (0.21, 3.49, -0.27)  -0.1551
C (-1.31, 3.18, -0.26)  -0.1683
C (-1.86, 2.25, 0.84)  -0.1426
C (-3.03, 1.41, 0.30)  -0.2485
O (-4.27, 1.97, 0.68)  -0.1869
C (-5.28, 0.97, 0.76)  -0.0984
C (0.89, 0.35, -0.86)  -0.3383
F (-0.03, 0.94, -1.70)  0.0639
C (1.66, -0.57, -1.75)  -0.1111
N (2.16, -1.36, -2.42)  0.2583
C (0.14, -0.51, 0.19)  0.0071
C (0.49, -1.99, 0.18)  -0.5054
O (-0.16, -2.77, -0.45)  0.1713
O (1.60, -2.39, 0.88)  0.0805
H (2.55, 1.83, 3.63)  0.0603
H (4.25, 1.26, 3.20)  0.0620
H (2.09, -0.37, 2.12)  0.0779
H (3.77, 1.68, 0.57)  0.1299
H (3.56, 0.06, -0.06)  0.0932
H (0.79, 2.20, 1.43)  0.1086
H (2.03, 3.21, 0.77)  0.1298
H (0.33, 4.48, 0.18)  0.0998
H (0.52, 3.62, -1.31)  0.1073
H (-1.59, 2.81, -1.25)  0.0889
H (-1.83, 4.14, -0.16)  0.1022
H (-2.29, 2.84, 1.65)  0.0976
H (-1.15, 1.54, 1.23)  0.0755
H (-2.98, 1.27, -0.79)  0.1211
H (-2.97, 0.41, 0.74)  0.1099
H (-6.25, 1.44, 0.66)  0.0885
H (-5.17, 0.41, 1.69)  0.0645
H (-5.16, 0.26, -0.06)  0.0885
H (-0.91, -0.48, -0.10)  0.1275
H (0.21, -0.09, 1.18)  0.1106
H (1.35, -2.46, 1.81)  0.1210
C (-6.47, -2.11, 5.13)  -0.0905
C (-6.37, -0.94, 4.18)  -0.3155
O (-6.13, -1.38, 2.84)  -0.1020
H (-5.56, -2.71, 5.10)  0.0681
H (-6.64, -1.78, 6.16)  0.0755
H (-7.29, -2.78, 4.84)  0.0686
H (-5.54, -0.29, 4.45)  0.1103
H (-7.29, -0.35, 4.20)  0.1092
H (-6.86, -1.95, 2.59)  0.0842
C (6.85, -0.59, -2.72)  -0.0858
C (6.24, -1.20, -1.47)  -0.2964
O (4.84, -0.96, -1.43)  -0.1187
H (6.64, 0.49, -2.74)  0.0720
H (7.93, -0.74, -2.76)  0.0650
H (6.40, -1.01, -3.62)  0.0765
H (6.67, -0.76, -0.57)  0.0911
H (6.43, -2.28, -1.44)  0.1139
H (4.43, -1.35, -2.20)  0.0516
C (-4.40, -5.44, 2.74)  -0.0788
C (-5.06, -5.79, 4.06)  -0.3153
O (-6.39, -5.31, 4.12)  -0.0904
H (-4.39, -4.35, 2.59)  0.0740
H (-3.37, -5.80, 2.70)  0.0770
H (-4.95, -5.87, 1.91)  0.0530
H (-4.52, -5.34, 4.89)  0.1084
H (-5.06, -6.88, 4.20)  0.1091
H (-6.89, -5.71, 3.40)  0.0664
C (-0.32, 0.26, -5.81)  -0.0889
C (-0.17, 1.69, -5.35)  -0.3191
O (-1.24, 2.09, -4.49)  -0.0897
H (-1.27, 0.12, -6.33)  0.0738
H (0.49, -0.03, -6.47)  0.0744
H (-0.31, -0.42, -4.95)  0.0668
H (-0.19, 2.37, -6.20)  0.1098
H (0.79, 1.83, -4.83)  0.0989
H (-1.22, 1.51, -3.72)  0.0505
C (9.54, 0.17, -0.01)  -0.0938
C (8.74, 0.97, 1.00)  -0.3234
O (9.04, 0.60, 2.34)  -0.0820
H (9.36, -0.90, 0.12)  0.0777
H (9.29, 0.46, -1.03)  0.0639
H (10.61, 0.34, 0.14)  0.0730
H (7.67, 0.79, 0.86)  0.0962
H (8.92, 2.04, 0.87)  0.1100
H (9.98, 0.77, 2.48)  0.0779
C (-7.18, -8.15, -0.89)  -0.0908
C (-7.72, -7.11, 0.07)  -0.3156
O (-7.37, -7.40, 1.42)  -0.0917
H (-7.54, -9.14, -0.62)  0.0764
H (-7.47, -7.93, -1.92)  0.0752
H (-6.08, -8.18, -0.84)  0.0734
H (-8.81, -7.09, 0.03)  0.1117
H (-7.36, -6.12, -0.20)  0.1089
H (-6.40, -7.41, 1.47)  0.0574
C (-2.06, 7.06, 3.32)  -0.0897
C (-1.75, 5.82, 2.50)  -0.3265
O (-1.95, 4.62, 3.25)  -0.0904
H (-1.44, 7.08, 4.22)  0.0762
H (-1.89, 7.96, 2.74)  0.0752
H (-3.10, 7.05, 3.65)  0.0739
H (-0.71, 5.82, 2.19)  0.1067
H (-2.38, 5.79, 1.60)  0.1068
H (-2.87, 4.60, 3.52)  0.0854
C (6.29, 3.41, -5.49)  -0.0946
C (5.30, 2.41, -6.06)  -0.3256
O (5.03, 1.36, -5.16)  -0.1000
H (7.22, 2.92, -5.23)  0.0718
H (6.50, 4.21, -6.20)  0.0706
H (5.89, 3.86, -4.57)  0.0708
H (5.71, 1.95, -6.97)  0.1090
H (4.36, 2.92, -6.33)  0.1071
H (4.66, 1.74, -4.36)  0.0392

net charge: 0
E_tot: -61479.4418 eV
SMILES string: C=CC[C@](C#N)(CCCCCOC)[C@@](F)(C#N)CC(=O)O.CCO.CCO.CCO.CCO.CCO.CCO.CCO.CCO
frontier orbital gap: 8.2 eV

Record 2
Below is C2F3N in the gas phase at a distorted geometry, with properties calculated with ωB97M-V/def2-TZVPD.

Each line ends with the Löwdin charge.
Cartesian coordinates (Å):
F (2.82, 0.00, 0.20)  0.1401
C (1.55, 0.00, 0.05)  -0.1834
C (0.41, -0.01, -0.28)  0.1083
N (-1.33, 0.00, -0.48)  -0.0252
F (-1.72, 1.07, 0.25)  -0.0190
F (-1.73, -1.06, 0.26)  -0.0208

net charge: 0
E_tot: -11708.1047 eV
SMILES string: FC#CN(F)F
frontier orbital gap: 11.7 eV

Record 3
Below is C10H11Br in the gas phase at a distorted geometry, with properties calculated with ωB97M-V/def2-TZVPD.

Each line ends with the Löwdin charge.
Cartesian coordinates (Å):
C (-0.44, -1.58, 3.06)  -0.0750
C (-0.62, -0.76, 1.87)  -0.2800
C (-1.19, -1.08, 0.70)  -0.0605
C (-1.45, -0.28, -0.50)  -0.0885
C (-0.96, 0.25, -1.62)  -0.0676
C (0.40, 0.74, -1.84)  -0.3431
C (0.87, 0.94, -3.26)  -0.1122
C (1.23, 0.92, -0.76)  -0.5398
Br (2.95, 1.68, -1.23)  0.7523
C (0.95, 1.08, 0.71)  -0.1305
C (0.37, 0.45, 1.75)  -0.0299
H (-0.58, -1.06, 3.97)  0.0595
H (0.60, -1.96, 2.97)  0.1020
H (-1.12, -2.50, 3.15)  0.1114
H (-1.80, -1.99, 0.74)  0.1098
H (-2.50, -0.40, -0.67)  0.0915
H (-1.82, 0.30, -2.30)  0.1125
H (0.04, 0.77, -4.00)  0.0900
H (1.60, 0.04, -3.26)  0.1162
H (1.29, 1.92, -3.34)  0.0324
H (1.73, 1.75, 1.10)  0.0644
H (0.44, 0.76, 2.76)  0.0852

net charge: 0
E_tot: -80586.8963 eV
SMILES string: CC1=C/C=C\C(C)=C(Br)/C=C\1
frontier orbital gap: 7.6 eV

Record 4
Below is C27H38Ge2N4O3SV as an isolated structure at a distorted geometry, with properties calculated with ωB97M-V/def2-TZVPD.

Each line ends with the Löwdin charge.
Cartesian coordinates (Å):
V (0.07, -1.75, 0.36)  0.6963
C (4.49, -1.62, -2.03)  -0.1711
C (3.06, -1.94, -1.58)  -0.3466
Ge (2.59, -1.05, 0.11)  0.8496
C (3.25, -2.08, 1.67)  -0.3527
C (4.73, -1.83, 1.96)  -0.1711
C (3.39, 0.73, 0.12)  -0.2444
C (2.51, 1.73, 0.07)  -0.3397
Ge (0.68, 0.99, 0.02)  0.9377
C (-0.46, 1.64, 1.49)  -0.3594
C (-0.64, 3.16, 1.58)  -0.1661
C (-0.24, 1.09, -1.74)  -0.3504
C (-0.40, 2.46, -2.38)  -0.1710
C (2.87, 3.17, 0.06)  -0.2321
C (1.94, 4.13, -0.34)  -0.0660
C (2.26, 5.48, -0.38)  -0.0738
C (3.53, 5.90, -0.01)  -0.0918
C (4.47, 4.96, 0.40)  -0.0833
C (4.14, 3.61, 0.43)  -0.0376
H (4.72, -2.11, -2.98)  0.0670
H (5.23, -1.96, -1.31)  0.0557
H (4.63, -0.55, -2.17)  0.0600
H (2.91, -3.01, -1.44)  0.0447
H (2.34, -1.63, -2.34)  0.0615
H (3.06, -3.13, 1.45)  0.0490
H (2.64, -1.83, 2.54)  0.0480
H (5.36, -2.14, 1.12)  0.0577
H (5.06, -2.38, 2.84)  0.0666
H (4.92, -0.77, 2.13)  0.0584
H (4.47, 0.91, 0.12)  0.0595
H (-0.02, 1.26, 2.42)  0.0536
H (-1.42, 1.15, 1.37)  0.0398
H (0.30, 3.67, 1.78)  0.0599
H (-1.33, 3.41, 2.39)  0.0690
H (-1.06, 3.57, 0.67)  0.0569
H (-1.22, 0.62, -1.58)  0.0336
H (0.30, 0.42, -2.41)  0.0590
H (-0.95, 3.16, -1.74)  0.0560
H (-0.97, 2.38, -3.32)  0.0679
H (0.56, 2.91, -2.62)  0.0614
H (0.94, 3.82, -0.62)  0.0648
H (1.52, 6.20, -0.69)  0.1048
H (3.79, 6.95, -0.03)  0.1000
H (5.46, 5.27, 0.70)  0.1016
H (4.89, 2.90, 0.77)  0.1033
N (-7.67, 0.28, -2.60)  0.0981
C (-6.49, -0.32, -2.18)  -0.3194
C (-6.45, -1.03, -0.98)  -0.0262
C (-5.27, -1.60, -0.54)  -0.0549
C (-4.11, -1.45, -1.31)  -0.2937
C (-4.14, -0.74, -2.49)  -0.0558
C (-5.32, -0.18, -2.93)  -0.0281
S (-2.61, -2.15, -0.73)  0.5843
O (-1.62, -2.03, -1.78)  -0.3264
O (-2.89, -3.45, -0.18)  -0.2778
N (-2.02, -1.17, 0.42)  -0.1724
C (-2.11, -1.51, 1.73)  -0.4860
N (-3.24, -1.78, 2.39)  0.1619
C (-3.12, -2.04, 3.68)  -0.1045
C (-1.90, -2.04, 4.35)  -0.0425
C (-0.78, -1.79, 3.60)  -0.0926
N (-0.88, -1.53, 2.30)  0.0371
H (-8.52, -0.10, -2.22)  0.0892
H (-7.74, 0.51, -3.57)  0.0893
H (-7.35, -1.14, -0.39)  0.1113
H (-5.23, -2.15, 0.39)  0.1070
H (-3.23, -0.64, -3.08)  0.1114
H (-5.34, 0.37, -3.87)  0.1107
H (-4.04, -2.26, 4.21)  0.1133
H (-1.84, -2.26, 5.41)  0.1014
H (0.22, -1.81, 4.02)  0.1190
C (1.07, -4.81, -0.10)  -0.2137
O (0.70, -3.47, -0.01)  -0.4475
H (0.19, -5.45, -0.16)  0.0801
H (1.66, -5.13, 0.77)  0.0707
H (1.68, -5.00, -1.00)  0.0706

net charge: 0
E_tot: -190272.2692 eV
spin multiplicity: 4
frontier orbital gap (alpha / beta): 7.6 / 8.1 eV

Record 5
Below is C6H6F18KO21S6 as an isolated structure at a distorted geometry, with properties calculated with ωB97M-V/def2-TZVPD.

Each line ends with the Löwdin charge.
Cartesian coordinates (Å):
K (-3.78, 2.89, -0.81)  0.8799
C (-1.64, 2.13, 6.35)  -0.6363
F (-1.60, 1.15, 7.26)  0.0831
F (-2.94, 2.51, 6.30)  0.0717
F (-0.96, 3.19, 6.82)  0.0805
S (-1.00, 1.50, 4.64)  0.5135
O (-0.18, 2.60, 4.18)  -0.2979
O (-0.32, 0.25, 4.98)  -0.3302
O (-2.26, 1.27, 3.93)  -0.3394
C (0.10, -0.82, -1.01)  -0.6479
F (1.35, -0.38, -1.12)  0.1381
F (-0.51, -0.85, -2.18)  0.1336
F (0.05, -1.99, -0.40)  0.1429
S (-0.85, 0.44, 0.12)  0.5622
O (0.04, 0.82, 1.20)  -0.2854
O (-1.23, 1.56, -0.78)  -0.4228
O (-2.06, -0.29, 0.60)  -0.4003
C (2.85, 3.23, -1.98)  -0.6362
F (2.99, 2.03, -2.52)  0.1306
F (3.48, 4.14, -2.75)  0.0772
F (1.54, 3.47, -1.78)  0.1197
S (3.78, 3.30, -0.28)  0.4694
O (3.73, 2.01, 0.37)  -0.3386
O (5.16, 3.76, -0.59)  -0.4318
O (3.08, 4.35, 0.47)  -0.3768
C (0.13, -4.98, -3.02)  -0.6614
F (-0.72, -5.93, -3.41)  0.0992
F (-0.15, -4.55, -1.80)  0.1252
F (1.37, -5.50, -2.95)  0.1091
S (0.03, -3.57, -4.30)  0.4495
O (1.26, -2.82, -4.17)  -0.3348
O (0.00, -4.30, -5.56)  -0.3976
O (-1.17, -2.77, -3.99)  -0.3659
C (0.00, 6.02, -3.46)  -0.6357
F (-0.17, 7.17, -4.18)  0.0724
F (-0.08, 4.93, -4.21)  0.1178
F (1.20, 6.02, -2.92)  0.1344
S (-1.32, 5.78, -2.04)  0.4528
O (-2.55, 6.51, -2.43)  -0.4131
O (-1.47, 4.35, -1.89)  -0.3742
O (-0.75, 6.39, -0.87)  -0.3263
C (1.68, -5.10, 1.61)  -0.6784
F (0.54, -5.25, 0.94)  0.1174
F (1.96, -3.82, 1.71)  0.1674
F (1.51, -5.66, 2.82)  0.0931
S (3.07, -6.05, 0.70)  0.4694
O (4.31, -5.75, 1.43)  -0.3995
O (2.71, -7.47, 0.78)  -0.4024
O (3.10, -5.53, -0.67)  -0.3540
O (-3.85, 1.62, 1.81)  -0.1565
H (-3.90, 0.77, 1.35)  -0.0012
H (-3.18, 1.48, 2.51)  -0.0074
O (-2.35, -3.37, -0.53)  -0.0601
H (-2.36, -3.64, -1.46)  0.0116
H (-2.81, -2.53, -0.51)  0.0146
O (-1.72, -1.95, 2.66)  -0.1015
H (-2.07, -1.41, 1.93)  -0.0289
H (-1.06, -1.38, 3.09)  0.0064

net charge: -5
E_tot: -179564.1308 eV
frontier orbital gap: 4.6 eV